C18H38N2O2Rb | ωB97M-V/def2-TZVPD

XYZ file:
```
61
Properties=species:S:1:pos:R:3:forces:R:3
Rb 22.4831 25.7429 19.1596 -0.132 -0.256 -0.369
C 22.1007 27.1816 15.7418 -0.549 0.632 -0.140
C 23.2657 26.4111 15.1468 0.130 0.052 0.020
C 24.4803 27.3487 15.1173 -0.010 -0.292 0.253
C 25.7278 26.6145 14.6619 -0.148 0.216 -0.277
C 26.0674 25.5214 15.6582 0.125 0.150 -0.352
C 24.8996 24.5756 16.0168 0.365 -0.005 -0.146
N 23.6314 25.3219 16.0643 -0.071 0.467 0.993
O 22.5352 24.4614 16.3020 -0.007 -0.171 0.103
C 24.8714 23.4100 15.0220 -0.352 -0.025 -0.208
C 25.1937 24.0253 17.4126 -0.013 -0.031 0.073
C 22.8582 25.9688 13.7490 0.417 -0.173 -0.463
H 21.1552 26.6384 15.7306 0.128 -0.211 0.147
H 21.9232 28.0670 15.1217 0.058 -0.072 0.020
H 22.2926 27.5814 16.7443 0.153 -0.214 -0.004
H 24.2769 28.2257 14.5038 -0.116 -0.036 -0.041
H 24.6054 27.6784 16.1569 0.172 0.196 -0.132
H 26.5620 27.3096 14.5543 0.040 -0.043 0.130
H 25.5616 26.2171 13.6568 0.034 -0.111 0.052
H 26.4905 26.0003 16.5453 -0.235 -0.071 0.161
H 26.8617 24.8998 15.2427 0.070 -0.029 0.150
H 24.2043 22.6043 15.3412 0.018 0.060 0.046
H 24.5324 23.7509 14.0435 0.152 -0.094 -0.057
H 25.8604 22.9731 14.9064 0.043 -0.010 0.040
H 24.5877 23.1481 17.6444 0.021 0.026 0.066
H 26.2507 23.7665 17.4824 -0.053 -0.237 -0.015
H 25.0329 24.8020 18.1662 0.012 0.021 -0.048
H 23.6341 25.3737 13.2678 -0.019 0.057 -0.007
H 22.7320 26.8583 13.1303 -0.229 -0.072 -0.040
H 21.9434 25.3765 13.7237 -0.113 0.126 0.116
H 22.4400 23.8719 15.5375 -0.016 0.016 -0.050
C 20.7790 22.0416 18.8497 0.092 -0.033 -0.312
C 19.3608 22.6376 18.7723 0.529 0.441 -0.076
C 18.4630 21.6975 17.9598 -0.148 0.082 -0.369
C 16.9807 21.8193 18.2764 -0.324 0.717 -0.125
C 16.7323 21.8421 19.7726 0.570 -1.026 -0.315
C 17.4782 22.9587 20.4715 -0.469 0.730 0.377
N 18.8956 22.7818 20.1636 0.233 -0.804 0.033
O 19.6657 23.7973 20.8154 0.104 0.090 -0.129
C 16.9219 24.3496 20.1026 -0.260 -0.226 -0.119
C 17.2901 22.7553 21.9744 0.253 0.400 0.209
C 19.4454 24.0003 18.0560 -0.313 0.025 -0.074
H 20.7587 20.9622 18.9983 -0.102 0.045 0.255
H 21.3488 22.4950 19.6632 0.018 -0.014 -0.045
H 21.3297 22.2035 17.9173 -0.082 0.076 0.024
H 18.5836 21.9967 16.9134 0.191 -0.219 -0.007
H 18.8203 20.6696 18.0258 -0.133 -0.060 0.263
H 16.3965 21.0479 17.7770 0.124 -0.189 0.067
H 16.6182 22.7601 17.8402 -0.011 -0.110 0.025
H 17.1612 20.9101 20.1729 -0.278 0.041 0.063
H 15.6738 21.8442 20.0220 -0.065 0.212 0.017
H 16.0193 24.5484 20.6829 0.055 0.010 0.054
H 17.6419 25.1368 20.3160 0.029 0.008 0.017
H 16.6179 24.4001 19.0574 0.159 0.125 -0.025
H 17.7394 21.8195 22.3070 -0.082 -0.069 -0.038
H 17.7441 23.5754 22.5377 0.016 -0.059 -0.034
H 16.2279 22.7719 22.2153 -0.017 -0.162 -0.007
H 19.8606 24.7231 18.7535 0.058 0.234 -0.074
H 18.4679 24.3730 17.7452 -0.027 -0.047 0.143
H 20.0537 23.9443 17.1525 0.120 -0.051 0.099
H 20.1073 23.3143 21.5213 -0.115 -0.036 0.083
```
Positions in Å, forces in eV/Å.

## Properties
total charge: +1
LUMO: -3.12 eV
multiplicity: 1
maximum force: 1.215 eV/A
orbital gap: 7.98 eV
energy above the lowest of the compared OMol25 structures with the same formula, charge and spin: 9.6 kcal per mole